Model A:
Computed, not measured: a cluster of 2 separate species, C3H5NS3 in total, with ωB97M-V with the def2-TZVPD basis set.

Orbital gap   8.5526 eV
LUMO   -0.012 Ha
Charge   0

CARTESIAN COORDINATES (ANGSTROEM)
H -0.6491 -3.1521 0.1440
S 0.7406 0.4194 -1.0012
C 0.5416 -1.2146 -0.6239
S 4.8119 0.4390 0.6598
S -0.7092 -1.7407 0.4710
N 3.5281 -1.2491 -1.1275
C 0.1513 1.4362 0.3728
H -0.8565 1.7993 0.3113
H 2.7535 -1.5448 -1.6147
H 0.9670 2.1425 0.4521
C 3.9877 -0.4961 -0.2992
H 0.2831 0.6908 1.2694

Model B:
Computed, not measured: an isolated molecule of C3H5NS3, with ωB97M-V with the def2-TZVPD basis set.

Orbital gap   8.0323 eV
LUMO   -0.035 Ha
Charge   0

CARTESIAN COORDINATES (ANGSTROEM)
S 1.9684 -1.1830 -0.0866
H 0.7587 1.6437 0.7952
H 2.9598 -2.1089 0.0647
C -0.5530 -1.6365 -0.6633
S -1.1762 0.2104 1.0555
H -1.3416 -2.2900 -1.0425
C -0.7141 -0.1714 -0.6059
H -0.8029 2.5316 0.1761
N 0.6721 -2.1707 -0.6408
S -0.8005 0.8149 -1.9358
C -0.3578 1.9048 0.9362
H -0.6130 2.4550 1.9472

Model C:
Computed, not measured: an isolated molecule of C3H5NS3, with ωB97M-V with the def2-TZVPD basis set.

Orbital gap   8.2715 eV
LUMO   -0.020 Ha
Charge   0
SMILES   S=CNCC(=S)S

CARTESIAN COORDINATES (ANGSTROEM)
S 3.3421 0.4618 -0.0689
N 0.7975 -0.1447 -0.2358
H -0.0636 1.5482 -0.3387
H 1.1451 -0.2774 -1.3017
H -0.6166 -1.5849 0.9451
H -0.7585 -1.5111 -1.0712
S -3.3486 -0.2290 0.0717
H 1.6609 -0.0105 1.5618
C -1.8776 0.3345 -0.0618
S -1.4629 2.0138 0.0030
C 1.8125 0.1644 0.5809
C -0.6305 -0.7652 -0.0846

Energy relative to the most stable one, in hartree: model A 0.0225; model B 0.0000; model C 0.0253

Model A:
Computed, not measured: an isolated molecule of S2, with ωB97M-V with the def2-TZVPD basis set.

Orbital gap   5.7625 eV
LUMO   -0.092 Ha
Charge   0

CARTESIAN COORDINATES (ANGSTROEM)
S 0.0000 0.0000 -0.9401
S 0.0000 0.0000 0.9401

Model B:
Computed, not measured: a cluster of 2 separate species, S2 in total, with ωB97M-V with the def2-TZVPD basis set.

Orbital gap   4.9063 eV
LUMO   -0.180 Ha
Charge   0

CARTESIAN COORDINATES (ANGSTROEM)
S 0.0000 0.0000 -1.5431
S 0.0000 0.0000 1.5431

Model C:
Computed, not measured: a structure of composition S2, with ωB97M-V with the def2-TZVPD basis set.

Orbital gap   5.3845 eV
LUMO   -0.169 Ha
Charge   0

CARTESIAN COORDINATES (ANGSTROEM)
S -0.3566 -0.6967 -1.1803
S 0.3566 0.6967 1.1803

Energy relative to the most stable one, in hartree: model A 0.0000; model B 0.2131; model C 0.1708

Model A:
Computed, not measured: a structure of composition CH2N5S, with ωB97M-V with the def2-TZVPD basis set.

Orbital gap   7.9424 eV
LUMO   0.125 Ha
Charge   -1

CARTESIAN COORDINATES (ANGSTROEM)
H -0.2865 -0.9327 1.1009
S -0.0503 -1.0177 -0.9549
N -1.0909 3.4470 0.3064
N -0.5925 2.4216 -0.3021
H 0.7699 -0.0249 -1.6202
N 0.1506 -0.2638 0.5885
N -1.3679 3.1377 1.5662
N -1.0879 1.8463 1.8271
C -0.5882 1.4906 0.6736

Model B:
Computed, not measured: a cluster of 2 separate species, CH2N5S in total, with ωB97M-V with the def2-TZVPD basis set.

Orbital gap (spin up / spin down)   7.0804 / 7.0814 eV
LUMO (spin up / spin down)   0.133 / 0.133 Ha
Charge   -1

CARTESIAN COORDINATES (ANGSTROEM)
N -1.3692 -1.0596 0.2496
N -0.5848 0.9347 -0.2441
H 0.0573 1.8089 -0.0764
H 1.6021 -1.6445 0.2112
C -0.2508 -0.3778 -0.0939
N 1.9958 -0.8848 -0.3563
N -1.9022 1.0191 -0.0144
S 2.7941 0.3931 0.1602
N -2.3424 -0.1891 0.1641

Energy relative to the most stable one, in hartree: model A 0.0000; model B 0.0383